# 1
C5H5FLiO4Pb | ωB97M-V/def2-TZVPD

XYZ file:
```
17
Properties=species:S:1:pos:R:3
H -0.54 -0.42 1.94
O -0.75 -0.05 -0.06
O -2.69 -1.05 -0.02
O -2.37 0.72 -1.41
C -0.65 -1.01 1.02
C -1.88 -1.76 0.84
C -2.03 -0.04 -0.56
H -2.37 -2.43 1.54
C 2.70 1.01 1.27
C 2.56 -0.27 0.76
O 2.32 -0.28 -0.58
Li 3.07 -1.60 -1.61
Pb 0.87 1.07 -1.02
F 1.80 1.92 0.67
H 3.04 1.34 2.24
H 0.65 -1.38 1.10
H 2.76 -1.03 1.52
```

Summary:
Net charge: +2
LUMO (spin up / spin down): -0.2984 / -0.2994 hartree
Multiplicity: 2

Löwdin population analysis, charges in e, atoms 1 to 6: 0.14 -0.24 0.18 0.22 -0.10 0.04

# 2
C5H5FN4O3 | ωB97M-V/def2-TZVPD

XYZ file:
```
18
Properties=species:S:1:pos:R:3
C -1.11 -1.10 -0.77
O 0.03 -0.30 -0.54
C 0.43 -0.25 0.84
N 1.92 -0.25 1.03
C 2.73 -1.28 0.54
O 2.57 -2.44 0.69
N 3.77 -0.64 -0.12
F 4.90 -1.18 -0.61
C 3.66 0.84 -0.25
O 4.36 1.59 -0.83
N 2.61 1.15 0.59
C 2.00 2.30 0.82
N 1.41 3.28 0.81
H -1.38 -1.60 0.18
H -0.99 -1.75 -1.63
H -1.87 -0.39 -1.04
H 0.08 0.65 1.22
H 0.00 -1.03 1.46
```

Summary:
LUMO: 0.0020 hartree
Structure (SMILES): COCn1c(=O)n(F)c(=O)n1C#N

Löwdin population analysis, charges in e, atoms 1 to 6: -0.09 -0.15 -0.13 0.14 -0.48 0.17

# 3
C5H5FO2 | ωB97M-V/def2-TZVPD

XYZ file:
```
13
Properties=species:S:1:pos:R:3
C -0.25 -0.47 -0.69
C -1.21 -0.69 0.37
C 0.39 0.74 0.74
C 1.17 -0.35 -0.01
C -0.01 1.08 -0.72
H -1.37 -1.68 0.79
H -2.19 -0.36 0.05
H 0.93 1.58 1.32
H 1.38 -1.16 0.71
H 2.02 0.16 -0.42
O -0.66 0.15 1.40
O 0.27 1.93 -1.60
F -0.47 -0.94 -1.94
```

Summary:
LUMO: 0.0246 hartree

Löwdin population analysis, charges in e, atoms 1 to 6: -0.37 -0.08 -0.26 0.03 -0.21 0.14

# 4
C5H5INO3 | ωB97M-V/def2-TZVPD

XYZ file:
```
15
Properties=species:S:1:pos:R:3
C -2.62 0.19 0.50
C -1.54 0.64 0.61
C 2.35 1.01 0.33
C 1.40 -1.82 0.68
C 1.76 -0.62 -1.44
N 2.12 0.52 -1.01
O 1.41 1.43 1.00
O 3.49 0.75 0.70
O 1.43 -1.74 -0.70
I -0.18 -3.13 1.14
H -3.44 -0.36 0.50
H 2.30 -2.38 1.14
H -0.64 1.13 0.81
H 1.11 -0.83 1.26
H 1.74 -0.89 -2.47
```

Summary:
Net charge: -1
LUMO: 0.0970 hartree

Löwdin population analysis, charges in e, atoms 1 to 6: -0.01 0.02 -0.86 -0.71 -0.21 0.16

# 5
C5H5IO | ωB97M-V/def2-TZVPD

XYZ file:
```
12
Properties=species:S:1:pos:R:3
C 0.21 2.13 0.05
C -0.14 1.08 0.67
C -1.11 -0.01 0.52
C -0.29 -1.15 -0.04
C 0.93 -0.39 -0.59
O 0.75 3.08 -0.33
I 2.87 -1.00 0.03
H -1.56 -0.40 1.58
H -1.96 0.06 -0.08
H -0.04 -1.79 0.74
H -0.57 -1.72 -0.98
H 0.91 0.09 -1.57
```

Summary:
LUMO: -0.0351 hartree

Löwdin population analysis, charges in e, atoms 1 to 6: -0.30 -0.04 -0.24 -0.29 -0.55 0.14

# 6
C5H5IOS3 | ωB97M-V/def2-TZVPD

XYZ file:
```
15
Properties=species:S:1:pos:R:3
C 2.65 -0.73 -1.39
C 1.33 0.06 -0.97
C 3.12 -2.05 -1.03
C 0.91 1.11 -1.78
C -0.86 0.23 0.66
O 4.18 -2.46 -1.49
S 3.31 -0.09 -2.88
S 2.08 1.51 -3.04
S 0.61 -0.71 0.54
I -1.37 -0.83 -3.09
H 2.41 -2.63 -0.31
H 0.30 1.91 -1.47
H -0.86 1.11 1.26
H -1.42 -0.53 1.18
H -1.40 0.32 -0.28
```

Summary:
LUMO (spin up / spin down): -0.0631 / -0.1079 hartree

Löwdin population analysis, charges in e, atoms 1 to 6: -0.52 -0.60 -0.36 -0.58 -0.45 -0.01

# 7
C5H5N | ωB97M-V/def2-TZVPD

XYZ file:
```
11
Properties=species:S:1:pos:R:3
C -1.31 -0.68 -0.24
C 0.10 0.48 0.60
C 1.37 -0.09 0.28
C 2.43 -0.60 -0.01
C -0.21 1.79 0.14
N -0.51 2.84 -0.26
H -1.14 -1.74 -0.01
H -2.34 -0.38 0.01
H -1.03 -0.42 -1.24
H -0.73 -0.15 1.00
H 3.36 -1.06 -0.26
```

Summary:
LUMO: -0.0028 hartree

Löwdin population analysis, charges in e, atoms 1 to 6: 0.05 -0.21 -0.16 0.13 -0.25 0.14

# 8
C5H5N | ωB97M-V/def2-TZVPD

XYZ file:
```
11
Properties=species:S:1:pos:R:3
C -1.29 -0.35 -2.35
C -2.33 0.06 -1.47
C -1.05 0.15 -1.05
C 0.31 0.26 0.77
C 1.60 -0.47 0.39
N 0.01 1.05 1.62
H -3.36 0.18 -1.25
H 1.39 -1.32 -0.25
H 2.14 0.26 -0.20
H 2.11 -1.02 1.23
H 0.46 1.20 2.55
```

Summary:
LUMO (spin up / spin down): 0.0038 / 0.0038 hartree

Löwdin population analysis, charges in e, atoms 1 to 6: -0.04 -0.12 -0.10 -0.23 -0.07 0.13

# 9
C5H5N2 | ωB97M-V/def2-TZVPD

XYZ file:
```
12
Properties=species:S:1:pos:R:3
N -1.20 -1.11 2.79
N -0.72 -0.87 1.83
C -0.29 -0.41 0.62
C -0.16 -1.16 -0.49
C 0.53 -0.38 -1.42
C 0.40 0.92 -1.00
C 0.07 1.04 0.43
H -0.55 -2.15 -0.42
H 0.93 -0.57 -2.31
H 0.57 1.67 -1.75
H 1.06 1.26 0.90
H -0.64 1.75 0.82
```

Summary:
Net charge: +1
LUMO (spin up / spin down): -0.2157 / -0.2157 hartree
Structure (SMILES): N#[N+]C1=CC=CC1

Löwdin population analysis, charges in e, atoms 1 to 6: 0.39 0.11 -0.24 0.08 0.00 0.02

# 10
C5H5N2O3S | ωB97M-V/def2-TZVPD

XYZ file:
```
16
Properties=species:S:1:pos:R:3
C 0.01 -1.45 0.61
C 1.11 -0.84 0.13
C 1.63 1.95 0.02
C -2.19 -0.35 0.09
C -3.50 -0.15 -0.42
N -1.17 -0.84 0.39
N 2.40 -1.01 0.05
O 2.99 -0.23 0.85
O 2.96 -1.66 -0.85
O 0.52 2.26 -0.02
S 3.25 1.70 -0.05
H 0.06 -2.29 1.17
H -3.73 0.97 -0.36
H -4.10 -0.65 0.28
H -3.52 -0.43 -1.56
H 3.26 3.02 -0.31
```

Summary:
Net charge: +1
LUMO: -0.1654 hartree

Löwdin population analysis, charges in e, atoms 1 to 6: -0.07 0.04 -0.45 0.05 0.01 0.18

# 11
C5H5N2OS | ωB97M-V/def2-TZVPD

XYZ file:
```
14
Properties=species:S:1:pos:R:3
C -2.09 -1.61 -0.01
C -0.80 -1.60 0.05
C -0.57 0.39 0.02
C -2.77 -0.33 -0.02
C 1.57 -0.34 -0.27
N -1.75 0.81 -0.10
N 0.66 0.73 0.00
O -3.91 -0.16 -0.19
S 0.86 -2.02 0.19
H -2.86 -2.38 0.10
H 1.79 -0.43 -1.44
H 2.49 -0.09 0.39
H -2.07 1.73 -0.11
H 0.83 1.69 -0.31
```

Summary:
Net charge: +1
LUMO: -0.1660 hartree

Löwdin population analysis, charges in e, atoms 1 to 6: -0.04 -0.33 -0.18 -0.35 -0.38 0.22

# 12
C5H5N3 | ωB97M-V/def2-TZVPD

XYZ file:
```
13
Properties=species:S:1:pos:R:3
N 0.44 0.68 1.82
C 1.02 -0.24 1.34
C 1.42 -1.37 0.81
C 0.77 -1.89 -0.39
N -0.03 -1.29 -1.19
C -0.58 -0.14 -0.88
C -1.26 0.79 -1.26
N -1.51 2.05 -1.04
H 0.42 1.74 1.65
H 2.23 -2.03 1.07
H 0.98 -3.00 -0.59
H -2.54 2.40 -1.23
H -1.35 2.30 -0.11
```

Summary:
LUMO: 0.0188 hartree
Structure (SMILES): N=C=C/C=N\C#CN

Löwdin population analysis, charges in e, atoms 1 to 6: 0.18 -0.20 -0.09 -0.19 0.05 -0.16

Taking the records one at a time from the top gives energy relative to the best compared isomer or geometry (same formula, charge and spin) values of 0.0, 0.0, 61.4, 48.7, 78.3, 0.0, 121.2, 169.4, 6.1, 74.1, 20.1, 100.1 kcal per mole.